1.
# C2H6NO3

2 unconnected molecules or ions with the total composition C2H6NO3 in a non-equilibrium geometry (ωB97M-V/def2-TZVPD, the OMol25 dataset).

Geometry as XYZ:
```
12
Properties=species:S:1:pos:R:3:forces:R:3
C 1.137 -0.961 1.758 3.612 1.011 0.663
N 0.590 0.329 1.378 1.149 -1.177 -3.391
C 0.339 0.455 -0.119 4.222 0.915 1.063
O -0.740 0.995 -0.448 0.130 -0.454 -0.041
O 1.437 0.222 -0.748 -3.151 -0.002 0.258
H 1.476 -0.791 2.839 -0.472 -0.850 -1.106
H 2.197 -1.106 1.148 -2.951 0.259 1.376
H 0.515 -1.859 1.668 -0.045 0.170 -0.110
H -0.222 0.590 1.818 -2.370 0.283 1.476
H -1.848 0.005 -1.109 -0.460 -0.920 -1.089
H -1.877 -0.598 -2.548 0.146 0.071 0.043
O -2.352 -0.657 -1.716 0.191 0.695 0.859
```
Positions in Å, forces in eV/Å.

## Properties
- LUMO (eV) = 4.30
- net charge = -1
- frontier orbital gap (Ha) = 0.3277
- energy above the lowest of the compared OMol25 structures with the same formula, charge and spin (kJ/mol) = 88.1
- max |F| (eV/A) = 4.4
- HOMO energy (eV) = -4.6192

2.
# C17H28N6O2PS3

2 unconnected molecules or ions with the total composition C17H28N6O2PS3 in a non-equilibrium geometry (ωB97M-V/def2-TZVPD, the OMol25 dataset).

Geometry as XYZ:
```
57
Properties=species:S:1:pos:R:3:forces:R:3
C 6.384 0.903 0.189 -0.806 -0.959 -0.505
C 5.162 1.586 1.103 1.330 -0.365 0.078
P 3.781 0.205 1.155 2.892 -0.785 -0.589
C 3.912 -0.462 2.924 -1.034 0.626 2.475
N 2.300 1.078 0.765 -3.942 3.809 -3.658
C 1.944 1.850 -0.519 -2.566 0.454 1.873
N 2.660 2.036 -1.665 -1.634 1.305 1.305
S 1.982 3.012 -2.982 0.538 0.554 -0.154
N 3.904 1.482 -1.881 -0.146 -4.895 -5.201
C 3.750 0.586 -2.921 1.365 -2.242 1.721
S 3.756 -0.848 -3.884 -0.010 5.783 3.420
N 0.570 2.508 -0.510 1.663 -3.664 5.533
C -0.004 2.099 0.829 4.926 -0.389 -2.774
C -1.502 2.423 1.497 0.379 -0.955 -0.355
C -2.385 1.029 1.226 0.448 0.259 -1.548
C -3.999 1.300 1.091 0.705 -0.816 1.020
N -4.692 -0.044 1.396 -0.669 1.550 -1.876
C -4.813 -0.893 0.148 -0.350 -2.165 -0.059
C -3.598 -2.022 -0.010 2.665 -1.837 -0.852
C -3.021 -2.343 -1.544 1.634 -2.064 3.468
C -1.790 -3.439 -1.796 -1.384 0.833 3.652
C -1.099 -4.220 -0.491 -3.445 3.108 0.164
C -1.702 -3.894 1.035 -1.000 1.437 -3.346
C -2.937 -2.831 1.283 1.604 -0.600 -2.579
O -3.455 -2.598 2.656 2.315 -0.427 -2.364
N 1.090 1.267 1.472 -4.419 1.464 0.386
S 0.678 0.629 3.029 0.697 -0.425 0.049
H 5.851 0.206 -0.621 1.312 1.617 1.617
H 7.049 0.151 0.833 -1.360 1.972 -1.309
H 7.024 1.704 -0.384 -1.209 -1.613 1.412
H 4.764 2.560 0.591 0.769 -1.829 1.165
H 5.632 1.753 2.169 -1.286 0.110 -2.037
H 3.164 -1.362 3.160 1.868 1.898 -0.818
H 3.637 0.379 3.712 0.640 -1.715 -1.504
H 5.034 -0.764 3.165 -2.348 0.548 -1.037
H 3.079 3.842 -3.375 -0.937 -1.266 1.092
H -1.439 2.666 2.642 0.275 -0.584 -2.301
H -1.989 3.354 0.976 1.285 -1.929 0.647
H -2.026 0.655 0.151 -0.747 0.549 2.347
H -2.120 0.180 1.997 -0.757 1.909 -1.444
H -4.322 2.042 1.941 0.516 -1.251 -1.838
H -4.258 1.669 0.010 0.523 -0.355 2.076
H -5.676 0.207 1.663 1.301 -0.425 -0.285
H -4.925 -0.291 -0.849 0.502 -1.024 1.722
H -5.810 -1.542 0.250 2.139 1.423 -0.156
H -3.527 -1.772 -2.445 1.252 -1.293 2.070
H -1.431 -3.638 -2.917 -0.839 0.429 2.875
H -0.201 -4.988 -0.661 -2.321 1.920 0.545
H -1.183 -4.475 1.913 -1.369 1.372 -1.751
H -2.704 -2.616 3.330 -1.276 -0.203 -1.674
H 0.364 -0.734 2.896 0.304 1.151 -0.747
C -1.727 -0.193 -4.207 0.202 0.081 0.076
O -2.581 0.644 -3.449 -0.018 0.396 0.466
H -2.335 -0.824 -4.859 0.025 0.157 0.127
H -1.060 0.421 -4.816 0.088 -0.202 -0.154
H -1.144 -0.826 -3.533 0.112 -0.171 -0.160
H -2.014 1.192 -2.880 -0.404 -0.266 -0.304
```
Positions in Å, forces in eV/Å.

## Properties
- LUMO (eV) = -4.39
- net charge = +1
- frontier orbital gap (Ha) = 0.2132
- max |F| (eV/A) = 7.1
- HOMO energy (eV) = -10.1890

3.
# C3H6O3

2 unconnected molecules or ions with the total composition C3H6O3 (ωB97M-V/def2-TZVPD, the OMol25 dataset).

Geometry as XYZ:
```
12
Properties=species:S:1:pos:R:3:forces:R:3
C -1.275 -1.690 0.012 0.106 0.022 -0.043
C -0.041 -1.277 -0.245 -0.167 -0.147 0.124
O 0.235 -0.397 -1.263 0.103 -0.044 0.037
H -2.119 -1.349 -0.579 0.112 -0.033 0.064
H -1.456 -2.386 0.822 0.062 0.068 -0.119
H 0.824 -1.598 0.334 -0.153 0.039 -0.091
H 1.114 -0.014 -1.083 -0.134 -0.044 -0.049
O 1.778 1.256 0.240 -0.397 0.332 0.207
C 0.834 1.902 0.651 0.373 -0.153 -0.036
O -0.391 1.887 0.154 0.071 -0.093 -0.103
H 0.900 2.583 1.510 0.033 -0.028 -0.104
H -0.427 1.200 -0.555 -0.007 0.082 0.112
```
Positions in Å, forces in eV/Å.

## Properties
- LUMO (eV) = 0.93
- frontier orbital gap (Ha) = 0.3796
- structure (SMILES) = C=CO.O=CO
- energy above the lowest of the compared OMol25 structures with the same formula, charge and spin (kJ/mol) = 106.3
- max |F| (eV/A) = 0.6
- HOMO energy (eV) = -9.3942